Molecular formula: C48H96O33S2
Method: DFT, ωB97M-V with the def2-TZVPD basis set

```
179
C48H96O33S2 | the OMol25 dataset | ωB97M-V with the def2-TZVPD basis set
C 4.232 -0.160 -0.583
C 3.836 -0.121 -2.058
C 2.655 0.788 -2.405
C 1.369 0.575 -1.602
C 0.506 1.862 -1.503
C 0.262 2.336 -0.058
C -1.081 3.055 0.124
C -2.240 2.092 0.458
C -3.360 2.093 -0.591
C -4.049 0.729 -0.738
C -3.287 -0.155 -1.739
C -4.148 -1.310 -2.230
C -3.483 -2.161 -3.315
C -2.039 -2.579 -3.009
C -1.983 -3.441 -1.734
C -0.970 -2.975 -0.671
C -0.480 -4.113 0.238
C -1.447 -5.274 0.353
S -3.026 -4.836 1.161
O -1.679 -5.960 -0.882
S -1.571 -5.102 -2.235
O -2.602 -5.589 -3.098
O -0.234 -5.145 -2.737
H 4.919 -0.998 -0.445
H 3.403 -0.332 0.100
H 4.802 0.724 -0.304
H 4.703 0.273 -2.594
H 3.700 -1.135 -2.438
H 2.987 1.827 -2.378
H 2.403 0.591 -3.451
H 0.772 -0.183 -2.112
H 1.569 0.250 -0.583
H 1.039 2.665 -2.014
H -0.448 1.757 -2.021
H 0.327 1.499 0.639
H 1.053 3.039 0.210
H -0.954 3.753 0.950
H -1.338 3.587 -0.791
H -1.870 1.070 0.582
H -2.648 2.385 1.426
H -4.091 2.863 -0.344
H -2.913 2.330 -1.558
H -4.036 0.203 0.218
H -5.070 0.866 -1.094
H -2.385 -0.514 -1.238
H -2.956 0.439 -2.595
H -4.426 -1.938 -1.377
H -5.084 -0.919 -2.631
H -4.041 -3.080 -3.496
H -3.491 -1.580 -4.239
H -1.724 -3.205 -3.845
H -1.349 -1.740 -2.952
H -2.959 -3.517 -1.260
H -1.407 -2.180 -0.068
H -0.101 -2.548 -1.169
H 0.499 -4.486 -0.058
H -0.360 -3.725 1.250
H -1.009 -6.010 1.021
H -2.985 -3.499 1.232
C -7.128 5.534 2.713
O -7.552 6.300 1.583
C -7.143 5.821 0.412
O -6.474 4.833 0.247
O -7.604 6.617 -0.552
C -7.223 6.208 -1.865
H -7.530 6.037 3.587
H -7.523 4.521 2.660
H -6.042 5.507 2.773
H -7.611 5.215 -2.083
H -6.140 6.217 -1.973
H -7.655 6.922 -2.560
C 9.231 -0.354 1.276
O 9.814 -0.548 -0.016
C 8.933 -0.585 -1.014
O 7.741 -0.465 -0.908
O 9.600 -0.778 -2.151
C 8.774 -0.834 -3.320
H 10.056 -0.345 1.981
H 8.700 0.595 1.319
H 8.554 -1.171 1.518
H 8.238 0.103 -3.456
H 8.071 -1.662 -3.252
H 9.447 -0.991 -4.157
C -7.770 2.180 -2.270
O -7.946 0.910 -2.901
C -9.162 0.385 -2.749
O -10.076 0.886 -2.149
O -9.186 -0.790 -3.375
C -10.439 -1.474 -3.293
H -6.748 2.493 -2.466
H -8.457 2.913 -2.690
H -7.915 2.101 -1.195
H -11.230 -0.884 -3.752
H -10.690 -1.691 -2.257
H -10.312 -2.403 -3.840
C 2.485 6.544 4.086
O 1.511 7.554 3.811
C 0.716 7.277 2.777
O 0.762 6.285 2.099
O -0.138 8.287 2.627
C -1.061 8.124 1.545
H 3.054 6.897 4.940
H 2.001 5.601 4.333
H 3.149 6.408 3.234
H -1.680 7.242 1.698
H -0.532 8.051 0.597
H -1.686 9.013 1.546
C 5.963 -0.058 5.457
O 4.944 -0.183 4.461
C 4.798 -1.414 3.979
O 5.442 -2.377 4.313
O 3.830 -1.390 3.068
C 3.541 -2.649 2.460
H 5.969 0.986 5.753
H 5.737 -0.682 6.318
H 6.935 -0.328 5.047
H 3.199 -3.366 3.205
H 4.414 -3.033 1.937
H 2.749 -2.467 1.740
C -4.836 -7.132 -1.756
O -6.182 -7.633 -1.781
C -6.651 -7.894 -2.997
O -6.061 -7.749 -4.034
O -7.902 -8.348 -2.871
C -8.531 -8.671 -4.111
H -4.598 -6.968 -0.708
H -4.146 -7.859 -2.178
H -4.758 -6.195 -2.295
H -7.984 -9.458 -4.627
H -8.601 -7.791 -4.748
H -9.528 -9.023 -3.862
C -1.269 12.323 3.974
O -2.250 13.323 3.687
C -3.039 13.036 2.655
O -2.986 12.041 1.980
O -3.900 14.040 2.497
C -4.816 13.863 1.414
H -0.702 12.682 4.827
H -1.745 11.378 4.229
H -0.599 12.186 3.127
H -5.429 12.977 1.570
H -4.283 13.786 0.469
H -5.447 14.747 1.406
C 6.380 -4.941 3.493
O 7.038 -6.218 3.453
C 8.322 -6.181 3.790
O 8.946 -5.202 4.105
O 8.808 -7.422 3.719
C 10.191 -7.530 4.058
H 5.353 -5.123 3.194
H 6.400 -4.530 4.493
H 6.849 -4.252 2.795
H 10.362 -7.208 5.083
H 10.801 -6.939 3.377
H 10.447 -8.581 3.957
C 12.392 2.330 -8.039
O 11.624 1.889 -6.917
C 12.263 1.974 -5.750
O 13.385 2.376 -5.588
O 11.444 1.536 -4.796
C 12.001 1.567 -3.478
H 11.755 2.206 -8.909
H 12.664 3.378 -7.930
H 13.289 1.724 -8.152
H 12.259 2.584 -3.191
H 12.880 0.928 -3.417
H 11.235 1.183 -2.811
C -4.728 -8.039 2.317
O -5.530 -8.424 3.436
C -4.862 -8.500 4.584
O -3.689 -8.277 4.736
O -5.716 -8.866 5.540
C -5.128 -8.988 6.836
H -5.387 -8.017 1.454
H -4.302 -7.050 2.471
H -3.935 -8.766 2.145
H -4.716 -8.035 7.163
H -4.349 -9.748 6.835
H -5.929 -9.288 7.505
```

Computed properties:
**Energy relative to the best compared isomer or geometry (same formula, charge and spin)**: 53.22 kJ/mol
**Structure (SMILES)**: CCCCCCCCCCCCCC[C@@H]1CC[C@@H](S)OS1(=O)=O.COC(=O)OC.COC(=O)OC.COC(=O)OC.COC(=O)OC.COC(=O)OC.COC(=O)OC.COC(=O)OC.COC(=O)OC.COC(=O)OC.COC(=O)OC
**Net charge**: 0

Atomic partial charges in e from the Mulliken method, atoms 1 to 99: atom 1 (C): -0.79, atom 2 (C): -0.56, atom 3 (C): -0.92, atom 4 (C): 0.68, atom 5 (C): -0.59, atom 6 (C): -0.81, atom 7 (C): -0.86, atom 8 (C): -0.40, atom 9 (C): -0.59, atom 10 (C): -0.93, atom 11 (C): 0.42, atom 12 (C): -0.53, atom 13 (C): -1.14, atom 14 (C): -0.90, atom 15 (C): 0.31, atom 16 (C): -0.37, atom 17 (C): -1.46, atom 18 (C): 0.27, atom 19 (S): -0.25, atom 20 (O): -0.30, atom 21 (S): 1.38, atom 22 (O): -0.64, atom 23 (O): -0.75, atom 24 (H): 0.22, atom 25 (H): 0.21, atom 26 (H): 0.30, atom 27 (H): 0.23, atom 28 (H): 0.41, atom 29 (H): 0.44, atom 30 (H): 0.32, atom 31 (H): -0.43, atom 32 (H): -0.04, atom 33 (H): 0.42, atom 34 (H): 0.24, atom 35 (H): 0.45, atom 36 (H): 0.32, atom 37 (H): 0.27, atom 38 (H): 0.46, atom 39 (H): 0.11, atom 40 (H): 0.41, atom 41 (H): 0.31, atom 42 (H): 0.42, atom 43 (H): 0.46, atom 44 (H): 0.09, atom 45 (H): -0.38, atom 46 (H): 0.37, atom 47 (H): 0.22, atom 48 (H): 0.44, atom 49 (H): 0.35, atom 50 (H): 0.45, atom 51 (H): 0.60, atom 52 (H): 0.14, atom 53 (H): 0.21, atom 54 (H): 0.22, atom 55 (H): 0.12, atom 56 (H): 0.33, atom 57 (H): 0.53, atom 58 (H): 0.47, atom 59 (H): 0.07, atom 60 (C): -0.61, atom 61 (O): -0.35, atom 62 (C): 0.84, atom 63 (O): -0.51, atom 64 (O): -0.33, atom 65 (C): -0.28, atom 66 (H): 0.21, atom 67 (H): 0.29, atom 68 (H): 0.28, atom 69 (H): -0.03, atom 70 (H): 0.29, atom 71 (H): 0.23, atom 72 (C): -0.53, atom 73 (O): -0.34, atom 74 (C): 0.86, atom 75 (O): -0.56, atom 76 (O): -0.33, atom 77 (C): -0.70, atom 78 (H): 0.24, atom 79 (H): 0.29, atom 80 (H): 0.19, atom 81 (H): 0.31, atom 82 (H): 0.37, atom 83 (H): 0.20, atom 84 (C): -0.85, atom 85 (O): -0.30, atom 86 (C): 0.71, atom 87 (O): -0.55, atom 88 (O): -0.31, atom 89 (C): -0.66, atom 90 (H): 0.26, atom 91 (H): 0.44, atom 92 (H): 0.39, atom 93 (H): 0.30, atom 94 (H): 0.31, atom 95 (H): 0.21, atom 96 (C): -0.62, atom 97 (O): -0.32, atom 98 (C): 0.79, atom 99 (O): -0.54